Density functional theory data (ωB97M-V with the def2-TZVPD basis set) for a molecular structure, C21H27AsMnN2O3 at a distorted geometry.

XYZ file:
```
55
C21H27AsMnN2O3 (ωB97M-V with the def2-TZVPD basis set)
N 0.055 -2.342 1.186
C -0.290 -6.120 -2.128
Mn -1.808 -0.271 1.018
O -1.655 1.015 2.287
C -1.388 1.929 -1.648
H -2.421 -3.537 -1.681
C -0.601 1.573 2.847
H -3.382 2.472 3.099
H 3.186 3.006 -1.139
H 0.467 4.430 4.321
H 1.704 3.307 -2.035
C -0.626 2.866 3.403
C 1.510 1.860 -0.420
H 1.251 -2.037 -1.325
H -0.138 -6.974 -2.768
H -3.574 4.244 3.055
H 1.436 -6.519 -0.926
C 0.654 0.851 2.831
H -1.568 2.693 -0.881
O -1.733 3.663 3.548
As -0.056 0.686 -0.835
H -2.304 1.326 -1.729
O -1.859 -1.893 0.032
C 0.771 -0.453 2.304
C 1.650 -1.331 -2.054
C 0.544 3.441 3.900
H 2.757 0.988 3.254
H -0.917 1.848 -3.761
H 2.656 3.267 4.167
N -0.251 -1.194 1.825
H 2.508 -0.829 -1.606
H 1.080 -4.534 0.533
H 1.993 -1.893 -2.922
H -2.074 -5.506 -3.137
C -1.102 2.594 -2.990
H -0.235 3.247 -2.922
C 1.758 2.775 3.828
H 1.765 -0.888 2.242
C 0.582 -0.311 -2.441
C -1.576 -4.191 -1.527
C 2.291 2.535 -1.543
C -2.907 3.414 2.815
H -1.953 3.201 -3.301
C -0.844 -2.691 0.296
C 0.596 -5.860 -1.093
H 0.966 0.384 -3.195
C -1.379 -5.290 -2.338
H -2.712 3.411 1.736
H 1.126 2.607 0.284
H 2.610 1.812 -2.292
C -0.680 -3.910 -0.490
H -0.287 -0.826 -2.863
C 0.407 -4.764 -0.277
H 2.190 1.215 0.148
C 1.812 1.504 3.307
```

Values from the calculation:
* E_HOMO (spin up / spin down): -7.317 / -7.647 eV
* multiplicity: 6
* ⟨S²⟩: 8.769
* calculated total energy: -123496.0766 eV
* gap between HOMO and LUMO (spin up / spin down): 0.2624 / 0.2677 Eh



Density functional theory data (ωB97M-V with the def2-TZVPD basis set) for a molecular structure, C44H48Cl3N8O6OsTe.

XYZ file:
```
111
C44H48Cl3N8O6OsTe (ωB97M-V with the def2-TZVPD basis set)
H 1.177 5.561 2.656
C 4.857 -1.155 2.179
O -0.003 1.533 -1.043
H -3.416 2.979 2.470
C -0.057 2.750 -4.984
C -0.277 4.068 3.118
H 4.091 -1.153 -5.229
H 5.010 -0.447 -1.070
H -1.019 -7.772 1.276
C 0.362 3.052 2.173
H 6.301 -0.358 0.145
C 3.303 1.084 0.192
C -4.732 -7.309 4.532
N -0.412 2.091 1.576
C -0.059 -0.959 3.334
H 1.510 0.237 -2.109
Cl -0.035 3.246 -6.649
C -0.440 5.813 1.245
C 3.138 -1.293 0.544
C -3.373 -1.455 -0.197
H 1.369 4.234 -4.365
H -4.578 -7.045 5.579
H -5.798 -7.209 4.322
N 0.097 -1.335 -0.492
H 1.375 4.028 4.473
H 3.202 0.711 -3.850
C 5.010 1.195 1.833
H 4.623 2.165 2.146
C 1.886 -2.887 -3.327
Cl 1.741 3.789 -1.593
C -4.797 -3.161 -1.841
H -5.353 -3.825 -2.493
H 2.925 -1.447 -0.510
H -3.728 -5.510 -2.278
O -2.439 4.718 3.929
H -3.456 -5.694 -0.541
C 3.336 -1.345 -4.476
H -1.503 1.197 -5.307
H -0.316 6.190 3.370
C -3.439 -4.175 2.796
C -3.226 -5.077 -1.414
N 2.597 0.021 0.959
H -0.085 -6.290 1.464
Te -1.269 -3.455 0.679
C -1.056 -6.690 1.158
C -4.495 -0.986 -0.862
N -2.411 3.047 2.420
N 4.580 -1.380 0.756
H 5.934 -1.207 2.343
C 1.392 -1.844 -2.547
O -0.017 -1.293 4.464
C -5.212 -1.845 -1.679
H 2.445 -0.590 2.971
H -0.009 5.150 0.492
C 0.089 5.487 2.641
N 4.749 1.022 0.398
C -2.459 -4.721 1.952
C -1.790 3.992 3.214
C 0.304 3.827 4.526
H -1.529 5.721 1.199
N 4.365 0.146 2.634
N -0.125 -0.665 2.179
O -0.271 -3.242 -1.645
O 1.563 3.108 1.983
C 5.223 -0.302 -0.009
C -2.914 -6.915 2.825
H 2.547 1.173 2.716
H 4.372 -1.941 2.762
C 2.862 -2.637 -4.280
O -2.421 1.203 1.113
H 3.255 -3.453 -4.876
Cl -1.899 0.005 -2.781
H -6.093 -1.489 -2.200
C -2.169 -6.091 1.990
H 1.495 -3.884 -3.175
H -4.455 -8.354 4.400
H 2.639 -2.071 1.126
C -2.976 -2.775 -0.352
C 0.743 3.405 -4.066
C 1.882 -0.558 -2.737
C 0.065 2.414 5.056
H -2.697 -7.979 2.849
H -4.593 -2.420 2.276
H -3.966 -2.433 3.928
H -4.924 -4.626 4.265
C 2.925 0.205 2.399
C -1.769 2.082 1.677
H -0.187 6.837 0.971
H 0.506 2.297 6.046
C -3.924 -6.409 3.632
H -1.003 2.191 5.142
C 0.730 2.986 -2.748
Os 0.028 0.305 0.472
H -1.182 -6.469 0.097
H 2.926 2.046 0.524
C -4.161 -5.040 3.612
C 2.843 -0.301 -3.704
C -0.059 1.913 -2.308
C 0.344 -2.144 -1.514
H 3.091 0.951 -0.868
H -2.895 -2.077 2.584
H -4.791 0.048 -0.740
H -2.824 -0.780 0.443
C -0.870 1.304 -3.268
H 6.086 1.164 2.007
H -0.150 4.561 5.192
H -2.150 -5.118 -1.596
C -3.669 -3.652 -1.193
H 0.520 1.663 4.406
C -3.737 -2.696 2.895
C -0.869 1.705 -4.592
```

Values from the calculation:
* E_HOMO (spin up / spin down): -8.123 / -8.381 eV
* multiplicity: 6
* ⟨S²⟩: 8.777
* calculated total energy: -117941.4299 eV
* gap between HOMO and LUMO (spin up / spin down): 0.3053 / 0.2219 Eh



Density functional theory data (ωB97M-V with the def2-TZVPD basis set) for a molecular structure, C20H22Cl3N6PdSSbSi at a distorted geometry.

XYZ file:
```
55
C20H22Cl3N6PdSSbSi (ωB97M-V with the def2-TZVPD basis set)
H 1.170 -1.408 -3.940
H -0.127 -0.860 5.254
H -2.084 2.377 0.913
H 1.420 5.570 -0.970
Pd -0.234 -0.276 0.204
C -0.262 -4.377 -1.570
C 1.310 2.468 0.325
C 2.594 -0.347 0.134
C 1.014 -0.700 -3.132
C -1.814 1.636 2.878
H 2.608 4.132 0.697
H -0.008 -0.778 -2.744
C -1.513 2.087 -1.972
H -1.105 -6.243 -1.530
H -1.750 2.644 -2.871
H -1.281 1.052 -2.231
H -0.434 -5.692 -0.040
H -0.498 4.599 -2.232
H -2.718 2.501 4.624
Cl -2.160 -2.233 1.325
C 0.371 -1.166 2.603
N 0.281 1.975 -0.338
C 3.959 -1.877 -1.059
S 0.566 -3.231 -0.619
N -0.646 -5.512 -1.007
H 4.794 -2.558 -1.112
C -0.442 -0.183 3.242
H 4.336 -1.279 0.980
C -2.051 1.737 4.256
N 1.749 -0.285 -0.877
H -2.400 2.082 -1.339
H -1.009 -4.830 -3.405
C 1.992 -0.911 -2.027
N 1.040 -1.956 2.094
H -1.597 0.935 6.193
Sb 2.394 1.154 1.733
H 1.155 0.303 -3.538
C -0.367 2.703 -1.248
N -0.468 -4.172 -2.864
H -2.236 3.610 2.187
H -3.533 2.446 1.929
C 3.705 -1.180 0.110
C 1.097 4.555 -0.793
Cl -4.152 0.042 -0.051
Si -2.414 -0.979 -0.359
C -2.451 2.577 1.917
Cl -2.708 -2.187 -1.995
H -0.289 -3.269 -3.273
C 0.030 4.017 -1.493
H 3.335 -2.201 -3.089
N -1.008 0.700 2.395
C -1.442 0.855 5.128
C 1.759 3.767 0.137
C 3.134 -1.699 -2.158
C -0.616 -0.141 4.617
```

Values from the calculation:
* E_HOMO: -13.294 eV
* calculated total energy: -96322.9550 eV
* charge: +2
* gap between HOMO and LUMO: 0.1646 Eh



Density functional theory data (ωB97M-V with the def2-TZVPD basis set) for a gas-phase ion, C5H15N2 (charge +1) at a distorted geometry.

XYZ file:
```
22
C5H15N2 (ωB97M-V with the def2-TZVPD basis set)
H 0.156 -1.310 2.704
H 0.362 -1.359 -0.440
H -1.696 -2.224 0.352
H 3.033 1.441 -0.786
H 1.725 1.995 -1.977
H 0.722 0.433 0.296
N -0.293 -0.722 -0.075
H -1.996 -0.830 1.261
C -0.974 0.201 -1.202
C -0.622 1.666 -0.810
H -0.490 -0.019 -2.180
H -1.268 1.961 0.117
H 0.510 -2.687 1.890
H -1.040 -2.660 2.812
C -1.111 -1.404 0.923
C 1.964 1.300 -1.177
H 1.304 2.106 0.642
H 1.913 0.259 -1.438
H -0.572 2.363 -1.638
C -0.388 -2.064 2.176
N 0.922 1.472 -0.136
H -2.159 0.080 -1.313
```

Values from the calculation:
* E_HOMO: -13.565 eV
* SMILES string: CCNCC[NH2+]C
* calculated total energy: -8400.1652 eV
* charge: +1
* gap between HOMO and LUMO: 0.3914 Eh



Density functional theory data (ωB97M-V with the def2-TZVPD basis set) for a molecular structure, C25H23Cl5N2O7PdSe2.

XYZ file:
```
65
C25H23Cl5N2O7PdSe2 (ωB97M-V with the def2-TZVPD basis set)
H -2.505 2.244 -1.870
H 0.295 1.046 -5.483
Cl 0.615 -5.117 2.302
H 4.314 -0.063 2.485
H -2.916 -1.241 -5.281
N -0.497 0.410 -5.386
H -3.106 -4.617 -2.687
H 3.314 0.234 4.906
C -0.493 -2.488 -3.156
H -1.317 0.317 -7.892
H 1.638 -0.991 1.960
O 2.211 0.353 -2.675
H -4.174 -3.111 -4.341
H 4.285 1.689 2.781
O 1.908 3.021 2.471
C -0.271 -0.616 -4.605
C 1.357 0.046 2.104
C -1.764 0.850 -5.882
O 0.699 -2.271 -2.723
C -2.158 -2.674 0.779
C -3.156 -2.928 -4.027
C 1.877 2.086 3.537
C -3.088 2.186 -2.785
C 2.361 0.729 3.032
C 0.003 -1.921 -0.046
C -1.541 -3.704 1.483
Cl -2.486 -4.796 2.422
C -4.195 1.740 -6.828
H -3.274 3.198 -3.152
H -0.777 -4.240 -1.951
Se 1.315 0.890 0.348
C -3.278 1.197 -7.711
C 0.592 -2.963 0.658
C -1.378 -1.796 0.031
O 0.590 1.809 -2.701
O 1.932 1.641 -4.387
H 0.343 0.090 2.501
N 1.562 1.304 -3.260
C -2.452 -1.879 -4.542
O 1.299 -0.277 4.934
H 0.759 -0.695 -4.269
C -0.155 -3.851 1.427
Pd 1.066 -0.806 -1.282
C -1.114 -1.636 -4.134
C -2.685 1.409 -4.987
H -4.038 1.682 -2.590
C 2.540 -0.184 4.251
Cl -3.870 -2.501 0.822
Cl 2.316 -3.139 0.571
O -2.295 1.451 -3.701
C -3.909 1.851 -5.472
C -2.053 0.751 -7.228
H 2.541 2.409 4.349
H -4.639 2.277 -4.800
H -3.508 1.116 -8.764
C 3.736 0.852 2.354
H 0.870 1.978 3.946
H 2.875 -1.168 3.906
H 1.355 -0.969 5.598
H 1.444 3.820 2.737
Cl -2.144 -0.527 -0.876
C -1.252 -3.590 -2.674
H -5.153 2.087 -7.193
Se 3.657 1.118 0.406
C -2.539 -3.785 -3.088
```

Values from the calculation:
* E_HOMO: -8.059 eV
* calculated total energy: -240391.9815 eV
* gap between HOMO and LUMO: 0.2786 Eh